Molecular formula: C64H46BiF3N7O3P2S
Method: DFT, ωB97M-V with the def2-TZVPD basis set

As for the energy above the lowest of the compared OMol25 structures with the same formula, charge and spin: 49.3 kcal/mol. As for the LUMO energy: -3.23 eV. As for the orbital gap: 7.0 eV. The molar mass comes out at 1321.11 g/mol. The HOMO energy comes out at -10.210 eV.

ORCA input file:
```
! RIJCOSX wB97M-V def2-TZVPD def2/J DEFGRID3
* xyz 1 1
Bi -0.29 -0.52 -0.43
C 3.06 -2.58 -4.07
C 2.83 -1.41 -3.36
N 2.63 -1.42 -2.04
C 2.65 -2.61 -1.44
C 2.79 -3.78 -2.17
N 3.01 -3.77 -3.48
C 2.55 -2.61 0.05
C 3.16 -3.60 0.80
C 3.09 -3.55 2.19
C 2.45 -2.47 2.76
C 1.89 -1.49 1.96
N 1.90 -1.59 0.62
C 1.42 -0.15 2.50
C 1.26 1.01 4.38
N 1.19 2.44 4.59
C 0.81 3.17 3.63
C 0.36 2.68 2.29
N 0.89 0.73 1.43
C 3.76 -4.58 3.04
C 3.33 -4.83 4.34
C 4.02 -5.75 5.11
N 5.08 -6.43 4.68
C 5.47 -6.20 3.43
C 4.85 -5.30 2.58
H 3.28 -2.56 -5.13
H 2.80 -0.44 -3.85
H 2.70 -4.76 -1.70
H 3.68 -4.40 0.30
H 2.39 -2.36 3.84
H 1.30 0.54 5.36
H 0.80 4.25 3.79
H -0.27 3.41 1.81
H 2.46 -4.34 4.75
H 3.70 -5.96 6.13
H 6.34 -6.77 3.09
H 5.26 -5.14 1.59
O -4.23 0.12 -2.97
S -2.96 0.61 -2.51
O -1.97 -0.48 -2.25
O -3.00 1.55 -1.40
C -2.19 1.48 -3.86
C -2.73 1.26 -5.12
C -2.16 1.84 -6.24
C -1.04 2.64 -6.09
C -0.50 2.87 -4.83
C -1.07 2.31 -3.68
P -0.38 2.68 -2.00
C -1.25 4.22 -1.53
C -2.50 4.58 -2.04
C -3.15 5.71 -1.59
C -2.58 6.51 -0.60
C -1.34 6.16 -0.07
C -0.69 5.03 -0.53
C 1.31 3.31 -2.36
C 2.35 2.41 -2.11
C 3.68 2.78 -2.34
C 3.97 4.05 -2.81
C 2.94 4.96 -3.04
C 1.62 4.59 -2.81
H -3.62 0.63 -5.20
H -2.58 1.67 -7.22
H -0.57 3.09 -6.95
H 0.37 3.49 -4.74
H -2.96 3.97 -2.81
H -4.11 5.99 -2.01
H -3.10 7.39 -0.24
H -0.88 6.78 0.69
H 0.29 4.78 -0.13
H 2.13 1.42 -1.73
H 4.47 2.07 -2.14
H 5.00 4.34 -2.99
H 3.17 5.95 -3.39
H 0.83 5.31 -2.98
C -4.36 4.64 2.71
C -4.56 4.12 1.45
C -3.78 3.07 0.98
C -2.78 2.55 1.79
C -2.59 3.06 3.07
C -3.37 4.11 3.53
P -1.81 1.08 1.33
C -0.24 1.23 2.31
C 0.24 0.30 3.44
C 2.45 0.52 3.46
C 3.34 1.52 2.79
C 2.89 2.25 1.78
C 1.48 2.12 1.32
C -2.75 -0.24 2.16
C -3.88 0.01 2.89
C -4.51 -1.02 3.62
C -3.96 -2.27 3.65
C -2.79 -2.56 2.90
C -2.21 -3.85 2.95
C -1.12 -4.14 2.18
C -0.61 -3.17 1.29
C -1.12 -1.90 1.22
C -2.21 -1.56 2.08
H -4.97 5.46 3.07
H -5.34 4.52 0.81
H -3.95 2.67 -0.01
H -1.85 2.63 3.74
H -3.22 4.49 4.53
H -0.48 -0.37 3.90
H 3.04 -0.22 3.98
H 4.36 1.60 3.13
H 3.53 2.96 1.27
H 1.36 2.50 0.31
H -4.30 1.00 2.93
H -5.42 -0.81 4.17
H -4.40 -3.06 4.25
H -2.64 -4.59 3.60
H -0.66 -5.12 2.22
H 0.20 -3.47 0.63
F -1.50 -5.82 -5.78
C -1.38 -6.20 -4.50
F -2.43 -6.95 -4.17
F -0.27 -6.96 -4.41
C -1.24 -5.00 -3.59
C -0.44 -3.94 -3.97
C -0.27 -2.90 -3.08
N -0.81 -2.88 -1.86
C -1.64 -3.88 -1.53
C -1.88 -4.96 -2.37
H 0.05 -3.93 -4.94
H 0.32 -2.03 -3.35
H -2.13 -3.81 -0.57
H -2.56 -5.75 -2.06
*
```